[1]
Density functional theory data (the ωB97M-V functional and the def2-TZVPD basis) for a structure of composition C39H51AsF7N5O4P2PbS4.

The geometry in XYZ format:
```
114
Properties=species:S:1:pos:R:3:mulliken_charge:R:1
Pb -0.627 1.000 -2.167 2.3535
C 0.487 5.899 -3.286 -1.6119
C -0.299 4.618 -3.415 0.2394
O -0.285 3.754 -2.537 -0.0863
N -1.015 4.475 -4.546 0.0828
C -1.835 3.299 -4.820 0.1866
C -1.076 2.201 -5.522 0.6458
C -1.168 2.069 -6.898 -0.6894
C -0.478 1.048 -7.531 -0.4789
C 0.279 0.183 -6.762 -1.2490
C 0.315 0.375 -5.392 -0.0621
N -0.333 1.372 -4.780 0.3333
H 0.952 5.931 -2.305 0.2093
H -0.162 6.767 -3.408 0.3994
H 1.261 5.944 -4.054 0.4061
H -0.979 5.208 -5.233 0.2692
H -2.677 3.604 -5.437 0.6396
H -2.252 2.935 -3.882 -1.2973
H -1.805 2.742 -7.457 0.4540
H -0.548 0.922 -8.604 0.4266
H 0.820 -0.646 -7.196 0.4863
H 0.861 -0.323 -4.766 0.2741
F 2.215 -1.290 4.419 -0.3900
C 2.280 -1.989 3.261 -0.0405
C 1.771 -1.426 2.126 -0.6174
C 1.778 -2.126 0.920 0.6853
C 1.179 -1.504 -0.283 0.4964
O 0.741 -0.349 -0.231 -0.2414
C 1.199 -2.338 -1.451 0.1087
C 1.812 -3.546 -1.408 -0.4119
N 2.395 -4.094 -0.312 0.3437
C 2.967 -5.417 -0.390 -0.2961
C 3.799 -5.766 -1.584 -1.0163
C 4.456 -5.571 -0.250 -0.4423
C 2.350 -3.406 0.889 0.0193
C 2.883 -3.957 2.061 -0.4794
C 2.844 -3.268 3.261 -1.4399
N 3.388 -3.888 4.420 0.3613
C 3.813 -3.092 5.563 -0.6884
C 4.604 -4.012 6.506 -0.7266
N 5.139 -5.157 5.694 -0.1521
C 4.016 -6.066 5.250 -0.7448
C 2.839 -5.168 4.842 -0.7201
C 0.608 -1.945 -2.789 -0.0173
O 1.122 -2.415 -3.797 -0.6848
O -0.411 -1.166 -2.743 -0.6331
H 1.333 -0.439 2.160 0.6065
H 1.858 -4.130 -2.316 0.7286
H 2.334 -6.195 0.023 0.4341
H 3.957 -4.997 -2.328 0.3521
H 3.703 -6.768 -1.975 0.2605
H 5.026 -4.661 -0.114 0.2391
H 4.830 -6.441 0.275 0.3017
H 3.351 -4.931 2.029 0.8250
H 2.989 -2.653 6.129 0.4048
H 4.443 -2.278 5.209 0.5124
H 3.979 -4.456 7.278 0.3605
H 5.435 -3.499 6.983 0.3837
H 5.848 -5.680 6.204 0.3271
H 5.568 -4.769 4.853 0.3814
H 3.779 -6.728 6.080 0.3783
H 4.398 -6.651 4.416 0.4279
H 2.141 -5.046 5.679 0.3155
H 2.286 -5.633 4.032 0.5238
S 3.916 0.702 0.473 -0.1860
As 4.033 1.691 -1.867 0.2056
S 2.946 0.470 -3.069 -0.0620
S 2.674 2.189 0.949 0.2471
S 2.333 3.076 -0.817 0.0535
C -5.092 1.896 -0.229 -1.7866
C -4.025 2.883 0.247 2.4227
C -3.672 3.821 -0.919 -2.0321
C -4.566 3.723 1.404 -1.8905
P -2.432 1.963 0.600 0.6804
C -1.476 3.206 1.557 0.4500
C -0.501 3.912 0.851 -0.7160
C 0.275 4.884 1.473 -0.5336
C 0.098 5.159 2.820 -0.8917
C -0.874 4.472 3.535 -0.7630
C -1.656 3.513 2.908 -0.3356
C -2.737 0.511 1.756 2.3906
C -1.395 0.217 2.439 -2.1686
C -3.836 0.616 2.816 -1.8090
C -3.049 -0.675 0.828 -1.9184
H -5.920 2.456 -0.674 0.5238
H -5.499 1.303 0.591 0.2440
H -4.717 1.223 -0.996 0.1038
H -4.547 4.429 -1.167 0.5883
H -3.404 3.249 -1.809 0.2428
H -2.850 4.497 -0.666 0.3693
H -5.491 4.212 1.083 0.5731
H -3.864 4.505 1.699 0.3242
H -4.801 3.121 2.282 0.2361
H -0.361 3.718 -0.206 0.6376
H 1.019 5.427 0.899 0.4949
H 0.702 5.913 3.309 0.3991
H -1.032 4.691 4.584 0.4768
H -2.421 3.009 3.480 0.1802
H -1.181 0.913 3.249 0.2742
H -0.588 0.271 1.704 0.0021
H -1.415 -0.797 2.854 0.7847
H -3.670 1.430 3.519 0.2072
H -3.856 -0.314 3.395 0.5059
H -4.825 0.743 2.376 0.3464
H -2.208 -0.874 0.156 0.2207
H -3.936 -0.510 0.215 0.3468
H -3.219 -1.572 1.432 0.5843
F -2.805 0.623 -3.063 -0.6521
P -4.251 0.297 -3.986 1.3825
F -3.609 -1.108 -4.365 -0.3698
F -5.570 0.029 -4.816 -0.3382
F -4.866 -0.326 -2.645 -0.3842
F -4.753 1.763 -3.536 -0.3823
F -3.506 0.978 -5.245 -0.2449
```

Output
Spin multiplicity: 2
HOMO-LUMO gap (alpha / beta) (eV): 6.168 / 5.385
LUMO energy (alpha / beta) (eV): -3.31 / -4.10
Total energy (Ha): -7494.70622
Total charge: +1
Expectation value of S²: 0.755

=====

[2]
Density functional theory data (the ωB97M-V functional and the def2-TZVPD basis) for a structure of composition C39H51BClF4HfN2O3P2 at a distorted geometry.

The geometry in XYZ format:
```
104
Properties=species:S:1:pos:R:3:mulliken_charge:R:1
Hf -0.087 0.077 0.085 1.1637
C 2.428 2.942 -2.741 -1.3357
C 3.061 1.556 -2.605 0.5454
C 4.419 1.656 -1.912 -1.4020
P 1.919 0.274 -1.837 0.6319
C 2.724 -1.322 -2.390 0.4622
C 3.734 -1.788 -1.334 -1.6433
C 1.682 -2.424 -2.671 -1.4691
C 0.520 0.468 -3.000 -0.1439
C 0.524 0.001 -4.313 -0.7843
C -0.584 0.140 -5.129 0.2222
C -0.584 -0.360 -6.546 -1.7069
C -1.730 0.719 -4.581 -1.2850
C -1.746 1.206 -3.291 -0.4176
C -0.600 1.141 -2.496 0.4891
N -0.513 1.679 -1.177 0.8813
C -1.069 2.951 -0.934 0.4763
C -1.429 3.835 -1.961 -0.5741
C -2.022 5.055 -1.697 -1.4074
C -2.273 5.472 -0.395 0.3867
C -2.931 6.791 -0.091 -1.6353
C -1.834 4.648 0.628 -0.8773
C -1.222 3.418 0.390 0.3557
P -0.350 2.480 1.681 0.9492
C -1.216 2.624 3.339 0.5704
C -1.430 3.998 3.973 -1.6941
C -2.545 1.867 3.335 -1.0801
C 1.218 3.515 1.878 0.2828
C 1.113 5.036 1.768 -1.5869
C 2.176 3.048 0.776 -0.6464
H 2.935 3.487 -3.539 0.5516
H 2.546 3.522 -1.828 0.3473
H 1.370 2.892 -2.993 0.1510
H 3.199 1.152 -3.612 0.7951
H 4.305 1.926 -0.860 0.1577
H 5.016 2.432 -2.395 0.4344
H 4.982 0.727 -1.975 0.3662
H 3.277 -1.101 -3.306 0.9326
H 3.237 -1.976 -0.381 0.2270
H 4.526 -1.062 -1.156 0.2581
H 4.204 -2.716 -1.663 0.5186
H 0.704 -2.199 -2.260 0.1582
H 2.006 -3.375 -2.246 0.5040
H 1.539 -2.570 -3.740 0.2804
H 1.407 -0.489 -4.708 0.3762
H 0.344 -0.881 -6.778 0.3952
H -0.702 0.466 -7.249 0.3472
H -1.415 -1.049 -6.700 0.3744
H -2.630 0.781 -5.182 0.4004
H -2.653 1.637 -2.886 0.7124
H -1.239 3.566 -2.989 0.5845
H -2.295 5.698 -2.525 0.3694
H -3.190 7.320 -1.007 0.4135
H -2.265 7.430 0.493 0.3309
H -3.844 6.648 0.489 0.3497
H -1.949 4.992 1.646 0.3178
H -0.514 2.077 3.981 0.3544
H -2.288 4.508 3.538 0.4279
H -0.557 4.641 3.914 0.3302
H -1.650 3.849 5.031 0.4963
H -3.243 2.312 2.624 0.2255
H -2.998 1.917 4.326 0.6005
H -2.408 0.822 3.080 -0.1183
H 1.620 3.263 2.866 0.8291
H 0.675 5.329 0.816 0.2966
H 2.121 5.455 1.816 0.5215
H 0.535 5.495 2.565 0.3181
H 1.758 3.354 -0.183 -0.3521
H 2.312 1.963 0.753 -0.3401
H 3.156 3.514 0.889 0.8508
O 0.407 -2.178 0.217 -0.2896
C 1.201 -2.853 1.171 -0.8118
C 2.005 -1.871 1.973 0.4417
C 3.026 -2.324 2.797 -1.0776
C 3.696 -1.422 3.601 -0.6421
C 3.291 -0.094 3.575 -1.3207
C 2.277 0.272 2.717 -0.1653
N 1.654 -0.583 1.891 0.2754
H -0.534 -2.480 0.381 -0.1157
H 1.852 -3.569 0.665 0.4349
H 0.561 -3.410 1.861 0.4854
H 3.275 -3.377 2.805 0.5581
H 4.508 -1.742 4.239 0.4522
H 3.755 0.648 4.209 0.5350
H 1.932 1.296 2.692 0.2770
Cl -7.663 1.092 0.125 -0.2079
C -6.108 0.419 0.444 0.0084
C -4.969 1.132 0.096 -1.1838
C -3.732 0.590 0.378 0.6658
C -3.617 -0.660 0.987 0.5514
C -4.767 -1.371 1.306 -0.7536
C -6.012 -0.828 1.044 -0.8097
C -2.268 -1.241 1.233 -0.0751
O -2.057 -2.445 1.180 -0.6651
O -1.292 -0.388 1.534 -0.4724
H -5.051 2.102 -0.377 0.5655
H -2.839 1.132 0.112 0.7207
H -4.682 -2.348 1.764 0.4952
H -6.916 -1.365 1.298 0.4441
F -1.765 -3.462 -1.525 -0.1878
B -2.240 -2.489 -2.300 0.3833
F -1.297 -0.949 -1.114 -0.0825
F -3.462 -2.015 -2.114 -0.1998
F -1.621 -2.263 -3.453 -0.0550
```

Output
Spin multiplicity: 1
HOMO-LUMO gap (eV): 7.427
LUMO energy (eV): -2.56
Total energy (Ha): -3467.43011
Total charge: +1

=====

Per-record relative energy (zero: lowest compared OMol25 entry of this formula, charge and spin), kJ/mol: 104.40; 62.87